(1)
Below is 10 unconnected molecules or ions with the total composition C37H101N13O13, with properties calculated with ωB97M-V/def2-TZVPD.

Highest occupied orbital energy   -7.56 eV
Gap between HOMO and LUMO   7.774 eV
SMILES   COC[C@H](C)N.COC[C@H](C)N.COC[C@H](C)N.COC[C@H](C)N.COCCNCCOC.COCCNCCOC.COCCNCCOC.NC(N)=O.NC(N)=O.NC(N)=O
Spin multiplicity   1
LUMO   0.2 eV
Energy above the lowest of the compared OMol25 structures with the same formula, charge and spin   0.3031 eV

Geometry (Å):
1 C 5.851 -2.933 -1.411
2 O 5.271 -1.889 -2.117
3 C 4.763 -0.763 -1.345
4 C 4.048 0.188 -2.277
5 C 5.050 1.137 -3.016
6 N 3.138 1.075 -1.588
7 H 5.152 -3.272 -0.646
8 H 6.825 -2.635 -1.023
9 H 5.981 -3.716 -2.158
10 H 4.193 -1.212 -0.532
11 H 5.568 -0.265 -0.804
12 H 3.524 -0.422 -3.013
13 H 4.661 1.714 -3.855
14 H 5.867 0.519 -3.388
15 H 5.502 1.865 -2.343
16 H 2.965 1.666 -2.387
17 H 3.601 1.690 -0.934
18 C -2.943 0.592 -4.519
19 O -3.284 1.827 -3.804
20 C -2.179 2.631 -3.316
21 C -2.704 4.133 -3.123
22 C -1.652 5.041 -2.428
23 N -3.970 4.087 -2.341
24 H -3.551 -0.276 -4.265
25 H -1.945 0.289 -4.204
26 H -2.992 0.624 -5.608
27 H -1.885 2.256 -2.335
28 H -1.300 2.827 -3.931
29 H -2.926 4.514 -4.120
30 H -0.692 4.970 -2.939
31 H -1.620 4.797 -1.366
32 H -1.887 6.103 -2.489
33 H -4.256 3.129 -2.480
34 H -3.709 3.944 -1.376
35 C -5.203 -3.918 -2.607
36 O -5.245 -4.724 -1.447
37 C -5.558 -4.061 -0.200
38 C -4.572 -3.005 0.429
39 C -3.100 -3.495 0.487
40 N -4.971 -2.686 1.815
41 H -4.278 -3.343 -2.556
42 H -6.056 -3.257 -2.764
43 H -5.028 -4.468 -3.531
44 H -6.557 -3.636 -0.293
45 H -5.685 -4.798 0.593
46 H -4.538 -2.142 -0.236
47 H -2.660 -3.765 -0.473
48 H -3.024 -4.409 1.075
49 H -2.445 -2.798 1.009
50 H -4.573 -1.774 1.989
51 H -5.969 -2.531 1.825
52 C 1.525 4.531 -0.352
53 O 2.322 3.545 0.219
54 C 3.728 3.828 -0.014
55 C 4.666 2.820 0.706
56 C 4.570 2.937 2.206
57 N 6.078 3.021 0.418
58 H 1.742 4.719 -1.404
59 H 1.606 5.473 0.192
60 H 0.466 4.275 -0.384
61 H 3.833 3.769 -1.097
62 H 4.077 4.799 0.335
63 H 4.405 1.817 0.371
64 H 4.807 3.910 2.638
65 H 5.128 2.154 2.720
66 H 3.564 2.564 2.399
67 H 6.107 3.439 -0.501
68 H 6.489 3.744 0.992
69 C 0.961 5.176 3.014
70 O -0.383 4.787 2.965
71 C -0.729 3.694 3.815
72 C -0.666 2.353 3.023
73 N -1.274 1.268 3.774
74 C -1.415 0.167 2.818
75 C -2.023 -1.117 3.401
76 O -3.417 -0.908 3.780
77 C -3.849 -1.968 4.655
78 H 1.283 5.453 4.018
79 H 1.086 6.045 2.367
80 H 1.639 4.388 2.687
81 H -1.693 3.951 4.253
82 H -0.164 3.656 4.746
83 H 0.391 2.149 2.855
84 H -1.125 2.720 2.105
85 H -2.205 1.506 4.084
86 H -0.470 -0.137 2.369
87 H -2.127 0.452 2.043
88 H -1.360 -1.427 4.209
89 H -2.010 -1.941 2.686
90 H -4.934 -1.895 4.735
91 H -3.402 -1.879 5.645
92 H -3.641 -2.988 4.331
93 C -1.311 -1.668 10.356
94 O -1.508 -1.319 9.007
95 C -0.502 -0.452 8.414
96 C -0.914 -0.403 6.940
97 N 0.043 0.172 5.973
98 C 1.309 -0.627 5.786
99 C 2.185 -0.257 4.596
100 O 1.626 -0.734 3.380
101 C 2.339 -0.574 2.204
102 H -0.276 -1.977 10.501
103 H -2.115 -2.357 10.611
104 H -1.392 -0.734 10.912
105 H 0.468 -0.933 8.541
106 H -0.450 0.481 8.975
107 H -1.837 0.171 6.871
108 H -1.048 -1.411 6.547
109 H -0.400 0.581 5.163
110 H 1.122 -1.699 5.849
111 H 1.818 -0.416 6.726
112 H 3.183 -0.643 4.805
113 H 2.226 0.831 4.534
114 H 1.689 -0.570 1.330
115 H 3.129 -1.295 1.993
116 H 2.832 0.398 2.216
117 C -1.464 -5.025 -6.372
118 O -1.572 -3.814 -5.668
119 C -1.647 -3.991 -4.273
120 C -1.131 -2.751 -3.532
121 N 0.356 -2.632 -3.523
122 C 1.045 -3.658 -2.692
123 C 2.590 -3.524 -2.967
124 O 2.893 -4.111 -4.229
125 C 4.266 -4.194 -4.458
126 H -1.508 -4.781 -7.434
127 H -2.252 -5.767 -6.244
128 H -0.494 -5.511 -6.263
129 H -1.093 -4.880 -3.971
130 H -2.670 -4.120 -3.919
131 H -1.492 -2.796 -2.505
132 H -1.567 -1.780 -3.768
133 H 0.636 -2.901 -4.456
134 H 0.738 -4.668 -2.965
135 H 0.883 -3.587 -1.617
136 H 3.154 -4.153 -2.278
137 H 3.021 -2.524 -2.910
138 H 4.753 -3.219 -4.493
139 H 4.391 -4.754 -5.385
140 H 4.725 -4.889 -3.756
141 N -3.831 0.407 -0.529
142 C -3.727 1.677 -0.192
143 N -4.927 2.142 -0.472
144 O -2.768 2.252 0.229
145 H -4.556 0.064 -1.143
146 H -2.961 -0.105 -0.498
147 H -5.079 3.124 -0.288
148 H -5.589 1.609 -1.017
149 N 1.781 2.879 -6.122
150 C 1.704 2.378 -4.955
151 N 0.889 1.420 -4.969
152 O 2.332 2.838 -4.001
153 H 1.177 2.560 -6.866
154 H 2.342 3.712 -6.238
155 H 0.857 0.873 -4.120
156 H 0.400 1.269 -5.839
157 N 0.708 -0.692 -1.512
158 C -0.303 -0.367 -0.756
159 N -0.161 0.853 -0.170
160 O -1.365 -1.018 -0.649
161 H 0.529 -1.420 -2.189
162 H 1.437 -0.003 -1.631
163 H -0.934 1.350 0.248
164 H 0.680 1.389 -0.330

---

(2)
Below is 10 unconnected molecules or ions with the total composition C37H103N9O10, with properties calculated with ωB97M-V/def2-TZVPD.

Highest occupied orbital energy   -8.40 eV
Gap between HOMO and LUMO   8.912 eV
SMILES   COC[C@H](C)N.COC[C@H](C)N.COC[C@H](C)N.COC[C@H](C)N.COC[C@H](C)N.COC[C@H](C)N.COC[C@H](C)N.COC[C@H](C)N.COC[C@H](C)N.CO
Spin multiplicity   1
LUMO   0.5 eV
Energy above the lowest of the compared OMol25 structures with the same formula, charge and spin   2.3220 eV

Geometry (Å):
1 C -1.828 -1.559 -6.082
2 O -2.787 -2.356 -5.453
3 C -2.222 -3.083 -4.355
4 C -3.124 -3.533 -3.201
5 C -4.483 -4.091 -3.545
6 N -3.393 -2.348 -2.294
7 H -1.359 -0.816 -5.438
8 H -2.078 -1.079 -7.029
9 H -0.944 -2.153 -6.311
10 H -1.888 -4.009 -4.822
11 H -1.278 -2.651 -4.021
12 H -2.642 -4.363 -2.683
13 H -4.976 -4.249 -2.586
14 H -4.314 -4.979 -4.155
15 H -5.105 -3.348 -4.044
16 H -2.561 -1.837 -2.035
17 H -3.650 -1.661 -2.988
18 C 3.753 -1.670 0.822
19 O 4.171 -0.332 0.724
20 C 4.951 -0.039 1.903
21 C 5.444 1.468 1.882
22 C 6.484 1.777 0.856
23 N 5.938 1.901 3.184
24 H 3.209 -1.868 1.745
25 H 4.554 -2.410 0.814
26 H 3.076 -2.011 0.039
27 H 4.355 -0.327 2.769
28 H 5.909 -0.557 1.956
29 H 4.602 2.109 1.622
30 H 6.098 1.630 -0.153
31 H 7.357 1.139 0.999
32 H 6.904 2.776 0.974
33 H 5.270 1.754 3.928
34 H 6.131 2.891 3.239
35 C 1.834 -2.149 -7.207
36 O 1.690 -0.916 -6.506
37 C 1.742 -1.097 -5.087
38 C 1.791 0.271 -4.420
39 C 3.018 1.102 -4.919
40 N 1.762 0.177 -2.972
41 H 2.863 -2.509 -7.188
42 H 1.461 -2.012 -8.222
43 H 1.118 -2.908 -6.892
44 H 0.744 -1.445 -4.818
45 H 2.510 -1.790 -4.744
46 H 0.949 0.893 -4.723
47 H 2.994 1.133 -6.008
48 H 3.980 0.624 -4.740
49 H 3.094 2.128 -4.559
50 H 2.728 0.084 -2.692
51 H 1.478 1.070 -2.598
52 C -1.859 2.887 -3.434
53 O -1.791 3.444 -2.126
54 C -3.070 3.984 -1.635
55 C -2.981 4.203 -0.120
56 C -2.768 2.862 0.590
57 N -4.231 4.740 0.393
58 H -0.862 2.784 -3.861
59 H -2.401 3.486 -4.166
60 H -2.328 1.904 -3.486
61 H -3.295 4.916 -2.152
62 H -3.874 3.298 -1.903
63 H -2.115 4.831 0.089
64 H -3.666 2.266 0.424
65 H -2.673 2.980 1.669
66 H -1.976 2.240 0.174
67 H -4.255 4.624 1.396
68 H -4.160 5.747 0.431
69 C 0.733 6.854 -0.506
70 O 1.480 5.643 -0.291
71 C 0.987 4.643 -1.116
72 C 1.549 3.249 -0.603
73 C 3.014 3.089 -0.750
74 N 0.780 2.218 -1.223
75 H 0.483 7.046 -1.549
76 H 1.485 7.593 -0.229
77 H -0.130 7.047 0.132
78 H -0.098 4.553 -1.087
79 H 1.229 4.840 -2.161
80 H 1.207 3.221 0.432
81 H 3.283 3.083 -1.806
82 H 3.238 2.037 -0.571
83 H 3.710 3.721 -0.199
84 H -0.108 2.552 -1.569
85 H 0.574 1.409 -0.654
86 C -3.079 0.605 4.435
87 O -2.271 -0.277 5.194
88 C -2.493 -1.682 4.929
89 C -1.275 -2.555 5.304
90 C -0.020 -2.110 4.579
91 N -1.450 -3.942 4.902
92 H -2.739 1.627 4.607
93 H -4.107 0.542 4.790
94 H -3.064 0.299 3.389
95 H -3.455 -1.952 5.367
96 H -2.525 -1.789 3.845
97 H -1.159 -2.621 6.386
98 H 0.865 -2.738 4.676
99 H 0.188 -1.091 4.906
100 H -0.112 -2.068 3.493
101 H -2.104 -4.384 5.532
102 H -0.641 -4.491 5.152
103 C -1.498 -7.787 0.024
104 O -1.416 -7.483 1.435
105 C -1.869 -6.200 1.782
106 C -0.946 -5.033 1.313
107 C 0.471 -5.068 1.915
108 N -1.508 -3.762 1.783
109 H -0.845 -7.150 -0.573
110 H -2.518 -7.900 -0.345
111 H -1.074 -8.787 -0.074
112 H -2.886 -6.038 1.425
113 H -1.955 -6.160 2.867
114 H -0.830 -5.021 0.229
115 H 1.212 -4.317 1.641
116 H 0.925 -6.042 1.736
117 H 0.415 -5.089 3.003
118 H -1.569 -3.731 2.790
119 H -2.461 -3.610 1.483
120 C 2.066 1.688 4.551
121 O 1.273 2.738 4.089
122 C 1.918 3.776 3.362
123 C 1.135 5.089 3.304
124 C -0.266 5.018 2.799
125 N 1.928 5.922 2.468
126 H 2.609 2.101 5.402
127 H 2.782 1.420 3.774
128 H 1.513 0.817 4.901
129 H 2.873 3.985 3.844
130 H 2.127 3.317 2.396
131 H 1.197 5.471 4.322
132 H -0.426 4.572 1.817
133 H -0.805 5.964 2.859
134 H -0.811 4.394 3.507
135 H 1.510 6.837 2.548
136 H 1.739 5.652 1.513
137 C 0.124 0.906 1.908
138 O -0.331 0.287 0.674
139 C 0.351 -0.911 0.359
140 C -0.486 -1.616 -0.720
141 C 0.200 -2.823 -1.446
142 N -1.003 -0.877 -1.817
143 H -0.027 0.316 2.813
144 H -0.516 1.783 2.005
145 H 1.186 1.131 1.810
146 H 1.250 -0.509 -0.108
147 H 0.472 -1.507 1.264
148 H -1.335 -2.001 -0.156
149 H 0.879 -2.601 -2.269
150 H -0.556 -3.491 -1.859
151 H 0.905 -3.290 -0.757
152 H -1.453 -0.051 -1.450
153 H -0.171 -0.522 -2.266
154 C -4.068 -1.751 0.960
155 O -4.273 -3.038 0.431
156 H -5.021 -1.221 0.971
157 H -3.634 -1.777 1.959
158 H -3.427 -1.136 0.329
159 H -4.076 -3.021 -0.508

---

(3)
Below is 12 unconnected molecules or ions with the total composition C37H106N8O12, with properties calculated with ωB97M-V/def2-TZVPD.

Net charge   +1
Highest occupied orbital energy (spin up / spin down)   -10.34 / -10.34 eV
Gap between HOMO and LUMO (spin up / spin down)   8.149 / 1.852 eV
Spin multiplicity   2
LUMO (spin up / spin down)   -2.2 / -8.5 eV

Geometry (Å):
1 C -2.447 -1.596 5.038
2 O -3.594 -1.410 4.211
3 H -2.376 -0.881 5.858
4 H -2.315 -2.599 5.441
5 H -1.596 -1.471 4.369
6 H -3.417 -0.662 3.635
7 C 2.039 -3.066 3.883
8 O 1.063 -3.867 3.247
9 H 2.167 -3.234 4.952
10 H 2.985 -3.119 3.344
11 H 1.740 -2.018 3.879
12 H 1.380 -4.773 3.228
13 C 4.249 -0.153 0.947
14 O 4.092 -1.509 1.321
15 H 5.154 0.130 1.485
16 H 4.484 -0.066 -0.113
17 H 3.393 0.494 1.140
18 H 3.209 -1.805 1.090
19 C -3.750 1.823 0.615
20 C -3.910 0.592 1.544
21 O -2.854 0.543 2.481
22 H -2.738 2.059 0.288
23 H -4.077 2.713 1.153
24 H -4.364 1.781 -0.284
25 H -3.865 -0.315 0.942
26 H -4.868 0.730 2.044
27 H -2.005 0.497 2.036
28 C 3.232 3.267 5.071
29 C 1.883 3.950 5.080
30 C 0.624 3.119 4.861
31 O -0.543 3.973 4.844
32 C -0.762 4.849 3.640
33 N 1.845 4.667 6.327
34 H 3.281 2.419 5.754
35 H 4.074 3.935 5.252
36 H 3.352 2.839 4.075
37 H 1.955 4.769 4.364
38 H 0.448 2.424 5.682
39 H 0.679 2.558 3.928
40 H -0.942 4.222 2.766
41 H 0.114 5.481 3.497
42 H -1.684 5.411 3.794
43 H 1.853 4.008 7.092
44 H 0.897 4.996 6.441
45 C -0.727 2.440 -2.653
46 C -1.343 3.543 -3.484
47 C -1.781 3.124 -4.912
48 O -0.632 2.626 -5.663
49 C 0.373 3.628 -5.990
50 N -2.548 3.935 -2.764
51 H -1.385 1.617 -2.373
52 H -0.397 2.819 -1.686
53 H 0.111 1.917 -3.114
54 H -0.660 4.390 -3.542
55 H -2.271 3.930 -5.458
56 H -2.512 2.315 -4.941
57 H 0.029 4.404 -6.673
58 H 1.244 3.181 -6.469
59 H 0.810 4.029 -5.076
60 H -2.874 4.817 -3.134
61 H -2.377 4.275 -1.829
62 C -2.905 -0.876 -3.878
63 C -3.672 -1.475 -2.665
64 C -4.910 -0.640 -2.223
65 O -5.580 -1.277 -1.159
66 C -6.575 -0.485 -0.531
67 N -4.165 -2.804 -2.999
68 H -2.093 -1.524 -4.209
69 H -2.509 0.089 -3.562
70 H -3.487 -0.667 -4.776
71 H -2.978 -1.671 -1.848
72 H -5.604 -0.458 -3.044
73 H -4.569 0.359 -1.954
74 H -7.091 -1.067 0.232
75 H -7.321 -0.227 -1.282
76 H -6.221 0.465 -0.131
77 H -4.798 -2.974 -2.231
78 H -4.799 -2.758 -3.785
79 C 2.364 -4.396 -4.681
80 C 2.216 -3.997 -3.200
81 C 2.354 -5.155 -2.184
82 O 1.814 -4.765 -0.895
83 C 1.902 -5.765 0.102
84 N 3.052 -2.829 -2.905
85 H 2.066 -3.618 -5.383
86 H 1.604 -5.130 -4.948
87 H 3.366 -4.733 -4.946
88 H 1.192 -3.648 -3.070
89 H 3.406 -5.398 -2.032
90 H 1.770 -6.008 -2.530
91 H 1.400 -5.358 0.979
92 H 2.905 -5.984 0.467
93 H 1.368 -6.690 -0.114
94 H 2.856 -2.539 -1.957
95 H 2.777 -2.076 -3.518
96 C -7.400 -5.614 1.321
97 C -6.614 -5.007 0.135
98 C -5.133 -5.338 0.150
99 O -4.322 -4.744 1.149
100 C -4.172 -3.266 1.132
101 N -7.351 -5.432 -1.028
102 H -7.422 -6.699 1.413
103 H -8.458 -5.361 1.260
104 H -6.901 -5.234 2.213
105 H -6.705 -3.922 0.079
106 H -4.705 -5.091 -0.821
107 H -5.147 -6.419 0.292
108 H -5.115 -2.723 1.080
109 H -3.592 -2.910 0.281
110 H -3.665 -2.937 2.039
111 H -6.698 -5.340 -1.793
112 H -7.420 -6.434 -0.922
113 C 6.497 2.879 3.702
114 C 6.736 3.973 2.571
115 C 5.603 4.872 2.269
116 O 4.478 4.017 1.901
117 C 3.270 4.702 1.635
118 N 7.858 4.788 2.958
119 H 5.680 2.237 3.374
120 H 6.153 3.229 4.676
121 H 7.374 2.240 3.814
122 H 7.032 3.487 1.641
123 H 5.881 5.654 1.563
124 H 5.289 5.448 3.139
125 H 2.502 4.008 1.294
126 H 3.475 5.332 0.769
127 H 2.842 5.347 2.402
128 H 8.703 4.255 3.108
129 H 7.573 5.162 3.852
130 C -0.493 -1.774 -0.400
131 C 0.719 -1.200 0.405
132 C 0.295 -0.492 1.664
133 O -0.541 0.615 1.410
134 C 0.127 1.848 1.011
135 N 1.675 -2.236 0.684
136 H -1.231 -0.984 -0.541
137 H -1.042 -2.509 0.190
138 H -0.185 -2.192 -1.358
139 H 1.310 -0.519 -0.207
140 H 1.122 -0.099 2.255
141 H -0.167 -1.278 2.261
142 H 0.758 1.733 0.130
143 H 0.816 2.210 1.774
144 H -0.603 2.601 0.713
145 H 1.333 -2.806 1.444
146 H 1.531 -2.904 -0.060
147 C 3.059 1.476 -2.020
148 C 3.770 1.142 -3.332
149 C 2.793 0.869 -4.520
150 O 2.194 -0.372 -4.212
151 C 0.980 -0.694 -4.871
152 N 4.552 2.320 -3.634
153 H 2.382 2.323 -2.126
154 H 3.835 1.703 -1.289
155 H 2.428 0.671 -1.641
156 H 4.427 0.284 -3.193
157 H 3.365 0.743 -5.440
158 H 2.035 1.627 -4.719
159 H 0.853 -1.776 -4.864
160 H 1.007 -0.410 -5.923
161 H 0.074 -0.264 -4.444
162 H 5.122 2.187 -4.457
163 H 5.302 2.381 -2.960

---

Number 1: total energy -3160.0468 a.u., molecular weight 936.29 g/mol. Number 2: total energy -2716.4423 a.u., molecular weight 834.28 g/mol. Number 3: total energy -2813.6199 a.u., molecular weight 855.30 g/mol.